Entry 1:
Here is a cluster of 2 separate species, C3H10NO3 in total from the Open Molecules 2025 dataset. Energies are from ωB97M-V/def2-TZVPD.

The geometry in XYZ format:
```
17
C3H10NO3, DFT ωB97M-V/def2-TZVPD
C -1.23 0.51 -0.82
C -0.01 0.07 -1.59
C 1.27 0.62 -1.01
O 2.31 0.33 -1.76
O 1.34 1.22 0.04
N -1.07 0.15 0.65
H -1.36 1.58 -0.90
H -2.11 -0.06 -1.12
H -0.09 0.29 -2.65
H 0.09 -1.02 -1.61
H 3.11 0.67 -1.33
H -0.52 -0.71 0.73
H -1.95 0.06 1.15
H -0.45 0.82 1.11
H -0.04 -1.05 3.63
H 0.51 -2.18 2.79
O 0.19 -1.27 2.70
```

The gap between HOMO and LUMO comes out at 11.754 eV. The lowest unoccupied orbital energy comes out at -3.23 eV. The energy above the lowest of the compared OMol25 structures with the same formula, charge and spin is 5.92 kcal per mole. As for the HOMO energy: -14.984 eV. As for the charge: +1.

Entry 2:
Here is a cluster of 2 separate species, C3H10N2O2 in total from the Open Molecules 2025 dataset. Energies are from ωB97M-V/def2-TZVPD.

The geometry in XYZ format:
```
17
C3H10N2O2, DFT ωB97M-V/def2-TZVPD
C -0.54 -1.58 -0.94
N -1.21 -0.26 -0.68
C -1.79 -0.02 0.52
O -2.28 -0.86 1.26
C -1.84 1.59 0.81
N -0.55 2.34 0.58
H -0.03 -1.51 -1.94
H 0.29 -1.86 -0.22
H -1.33 -2.34 -0.89
H -1.18 0.38 -1.55
H -2.07 1.62 1.89
H -2.56 2.23 0.14
H -0.41 2.76 -0.23
H 0.25 1.64 0.75
O 5.30 -1.34 -0.17
H 4.83 -2.17 0.07
H 5.13 -0.63 0.61
```

The gap between HOMO and LUMO comes out at 9.546 eV. The lowest unoccupied orbital energy comes out at 0.39 eV. The energy above the lowest of the compared OMol25 structures with the same formula, charge and spin is 59.81 kcal per mole. As for the HOMO energy: -9.158 eV. Its structure (SMILES) is CNC(=O)CN.O.

Entry 3:
Here is a structure of composition C22H45N2OP3V from the Open Molecules 2025 dataset. Energies are from ωB97M-V/def2-TZVPD.

The geometry in XYZ format:
```
74
C22H45N2OP3V, DFT ωB97M-V/def2-TZVPD
V -0.13 0.52 -0.13
P -2.29 1.11 -0.29
P 0.08 0.77 2.17
P 0.31 -0.75 -1.95
H 2.58 -3.20 2.32
C 3.06 -3.05 1.33
C 3.95 -2.10 1.12
H 4.24 -1.38 1.92
C -3.69 0.38 0.65
C -2.51 2.90 0.22
C -3.00 1.15 -1.99
C 1.58 -0.04 2.82
C 0.33 2.51 2.71
C -1.20 0.17 3.33
C 2.10 -1.20 -1.95
C 0.19 0.20 -3.53
C -0.42 -2.33 -2.48
H 2.87 -3.85 0.60
H 4.50 -1.99 0.17
H -3.81 -0.68 0.40
H -4.61 0.93 0.41
H -3.47 0.45 1.72
H -3.52 3.24 -0.09
H -1.78 3.59 -0.23
H -2.42 2.98 1.31
H -4.06 1.44 -1.97
H -2.91 0.15 -2.44
H -2.44 1.87 -2.61
H 1.40 -0.34 3.86
H 2.41 0.66 2.79
H 1.84 -0.94 2.23
H -0.04 2.66 3.74
H -0.19 3.20 2.04
H 1.40 2.75 2.69
H -0.76 0.09 4.34
H -1.52 -0.83 2.98
H -2.05 0.86 3.35
H 2.31 -1.95 -2.72
H 2.38 -1.62 -0.96
H 2.73 -0.32 -2.13
H 0.28 -0.44 -4.41
H 0.99 0.96 -3.58
H -0.77 0.73 -3.58
H -0.33 -2.50 -3.56
H -1.49 -2.31 -2.20
H 0.04 -3.14 -1.92
C -1.39 -2.85 0.85
C -2.74 -2.69 1.28
C -3.69 -3.63 0.87
C -3.31 -4.73 0.12
C -1.98 -5.01 -0.16
C -0.99 -4.10 0.23
O -0.44 -1.99 1.08
H -0.89 -0.62 -0.09
H -2.99 -1.89 1.96
H -4.74 -3.52 1.12
H -4.09 -5.41 -0.22
H -1.65 -5.89 -0.69
H 0.06 -4.23 0.11
C 4.69 2.91 0.16
C 3.34 2.85 -0.35
C 2.54 3.69 -1.14
C 1.30 3.08 -1.31
N 1.30 1.96 -0.57
N 2.54 1.81 -0.04
C 0.22 3.54 -2.20
H 5.36 2.18 -0.32
H 5.13 3.90 0.02
H 4.68 2.69 1.24
H 2.81 4.61 -1.56
H 2.86 0.96 0.47
H -0.75 3.52 -1.71
H 0.47 4.58 -2.46
H 0.17 2.99 -3.16
```

The gap between HOMO and LUMO (alpha / beta) comes out at 6.167 / 6.819 eV. The lowest unoccupied orbital energy (alpha / beta) comes out at -11.01 / -10.89 eV. As for the HOMO energy (alpha / beta): -17.173 / -17.706 eV. As for the expectation value of S²: 2.0524. As for the spin multiplicity: 3. As for the charge: +3.

Entry 4:
Here is a cluster of 3 separate species, C5H11N in total from the Open Molecules 2025 dataset. Energies are from ωB97M-V/def2-TZVPD.

The geometry in XYZ format:
```
17
C5H11N, DFT ωB97M-V/def2-TZVPD
C -2.37 -0.36 -0.30
C -1.05 0.25 -0.70
C -0.63 0.41 -2.08
N -0.08 -0.58 -1.53
H -3.13 0.41 -0.15
H -2.27 -0.92 0.64
H -2.73 -1.05 -1.07
H -0.57 0.87 0.06
H -0.64 0.90 -3.04
H 1.64 1.90 0.07
H 1.53 2.41 -0.46
C 1.35 -0.64 1.95
C 2.15 -0.68 0.88
H 0.29 -0.89 1.87
H 1.72 -0.37 2.93
H 3.20 -0.44 0.96
H 1.76 -0.95 -0.10
```

The gap between HOMO and LUMO comes out at 11.115 eV. The lowest unoccupied orbital energy comes out at 1.20 eV. The energy above the lowest of the compared OMol25 structures with the same formula, charge and spin is 90.78 kcal per mole. As for the HOMO energy: -9.919 eV. Its structure (SMILES) is C[C@@H]1C=N1.[H][H].C=C.

Entry 5:
Here is the molecule C5H2O from the Open Molecules 2025 dataset. Energies are from ωB97M-V/def2-TZVPD.

The geometry in XYZ format:
```
8
C5H2O, DFT ωB97M-V/def2-TZVPD
O -1.09 -1.71 1.43
C -0.63 -0.64 1.17
C -0.62 2.04 -1.69
C 0.06 1.19 -1.04
C 0.66 0.33 -0.29
C 0.86 -0.52 0.65
H -1.22 0.28 1.36
H 1.71 -1.14 0.93
```

The gap between HOMO and LUMO comes out at 8.080 eV. The lowest unoccupied orbital energy comes out at -1.97 eV. The energy above the lowest of the compared OMol25 structures with the same formula, charge and spin is 55.10 kcal per mole. As for the HOMO energy: -10.047 eV.

Entry 6:
Here is a structure of composition C61H44I4N4O2Ta from the Open Molecules 2025 dataset. Energies are from ωB97M-V/def2-TZVPD.

The geometry in XYZ format:
```
116
C61H44I4N4O2Ta, DFT ωB97M-V/def2-TZVPD
Ta -0.48 0.12 0.02
I -0.13 3.25 -9.52
C -0.35 2.59 -7.54
C -0.63 1.26 -7.28
C -0.73 0.82 -5.97
C -0.56 1.71 -4.91
C -0.30 3.05 -5.19
C -0.20 3.50 -6.50
C -0.58 1.22 -3.51
C 0.45 0.33 -3.13
C 1.56 -0.15 -3.87
C 2.32 -0.92 -3.02
C 1.65 -0.94 -1.78
C 3.06 -1.50 0.29
C 3.32 -2.91 0.85
C 4.14 -3.10 2.05
C 4.80 -4.25 2.26
C 4.91 -5.26 1.24
I 6.20 -6.88 1.60
C 4.32 -5.13 0.04
C 3.39 -4.02 -0.18
C 2.69 -0.44 1.34
N 1.49 0.18 1.47
C 1.62 1.03 2.56
C 0.57 1.66 3.20
C 0.89 2.33 4.50
C 1.11 1.58 5.65
C 1.40 2.20 6.85
C 1.49 3.58 6.90
I 1.94 4.54 8.71
C 1.27 4.34 5.76
C 0.96 3.72 4.56
C -0.76 1.71 2.79
C -1.80 2.19 3.61
C -2.94 2.23 2.86
C -2.58 1.85 1.54
N -1.27 1.42 1.52
C -3.38 2.06 0.39
C -2.88 1.94 -0.88
C -3.50 2.57 -2.03
C -2.67 2.43 -3.07
C -1.55 1.64 -2.64
N -1.68 1.34 -1.27
C -4.76 2.60 0.54
C -5.83 1.91 -0.04
C -7.13 2.38 0.05
C -7.37 3.56 0.74
I -9.35 4.26 0.92
C -6.33 4.27 1.31
C -5.03 3.79 1.20
C 2.95 0.98 3.04
C 3.62 0.07 2.26
N 0.50 -0.18 -1.87
H -0.76 0.56 -8.10
H -0.95 -0.22 -5.76
H -0.17 3.75 -4.37
H 0.01 4.54 -6.71
H 1.76 0.04 -4.91
H 3.25 -1.43 -3.24
H 4.16 -2.31 2.79
H 5.36 -4.38 3.18
H 4.53 -5.79 -0.78
H 3.19 -3.76 -1.22
H 1.05 0.50 5.60
H 1.56 1.61 7.74
H 1.35 5.42 5.80
H 0.80 4.31 3.67
H -1.70 2.46 4.65
H -3.92 2.53 3.18
H -4.43 3.12 -1.99
H -2.80 2.80 -4.08
H -5.65 0.99 -0.58
H -7.94 1.84 -0.41
H -6.51 5.21 1.82
H -4.22 4.37 1.62
H 3.33 1.53 3.89
H 4.66 -0.20 2.31
C -1.65 -2.49 1.20
C -2.25 -1.47 0.31
C -2.19 -2.07 -1.04
C -1.64 -3.31 -0.94
C -1.33 -3.58 0.46
C -0.73 -4.84 1.00
C -1.45 -4.25 -2.08
C -2.84 -1.50 -2.27
C -3.61 -0.99 0.77
C -1.44 -2.30 2.67
H 0.32 -4.69 1.23
H -0.80 -5.66 0.28
H -1.24 -5.15 1.92
H -0.93 -3.76 -2.90
H -2.42 -4.59 -2.46
H -0.88 -5.14 -1.79
H -2.16 -1.49 -3.12
H -3.20 -0.49 -2.12
H -3.70 -2.12 -2.56
H -3.58 -0.49 1.74
H -4.25 -1.88 0.88
H -4.08 -0.33 0.05
H -0.42 -2.60 2.95
H -2.13 -2.91 3.26
H -1.59 -1.26 2.97
O 2.28 -3.85 0.67
C 1.79 -1.51 -0.51
O 0.70 -1.72 0.12
C 4.30 -0.96 -0.44
C 5.44 -1.72 -0.65
C 6.54 -1.19 -1.31
C 6.52 0.11 -1.77
C 5.40 0.90 -1.54
C 4.31 0.37 -0.88
H 5.50 -2.75 -0.30
H 7.41 -1.81 -1.47
H 7.38 0.52 -2.29
H 5.38 1.93 -1.86
H 3.45 1.00 -0.69
```

The gap between HOMO and LUMO comes out at 4.999 eV. The lowest unoccupied orbital energy comes out at -4.46 eV. As for the HOMO energy: -9.458 eV. As for the charge: +1.

Number 1 is which compound? C3H10NO3